Molecular formula: C2H13O5
Method: DFT, ωB97M-V with the def2-TZVPD basis set

For the HOMO energy, the calculation gives -5.0438 eV. As for the net charge: -1. The value obtained for the energy above the lowest of the compared OMol25 structures with the same formula, charge and spin is 17.1 kcal/mol. As for the spin multiplicity: 1. The energy is -12523.3856 eV.

Geometry as XYZ:
```
20
Properties=species:S:1:pos:R:3:forces:R:3
C -3.805 -1.482 -0.844 -0.8 -0.1 -0.7
O -5.114 -0.883 -0.816 0.0 0.2 0.1
C -3.731 -2.650 0.119 0.5 0.0 1.6
H -3.176 -0.626 -0.625 0.5 -0.3 0.2
H -3.592 -1.826 -1.862 0.1 0.1 0.0
H -4.734 -2.991 0.384 -0.1 -0.1 -0.3
H -3.302 -2.355 1.087 -0.2 0.3 -0.2
H -3.118 -3.518 -0.126 -0.1 0.2 -0.7
H 2.925 2.554 -0.519 0.0 0.1 -0.1
H 3.937 0.666 -0.028 0.3 -0.1 0.3
O 2.779 1.674 -0.173 0.0 -0.5 0.1
H 3.032 1.949 1.378 -0.2 1.1 0.4
H 3.875 1.995 2.674 0.0 0.1 0.1
O 3.167 2.491 2.250 0.2 -0.9 -0.4
H 0.715 0.204 -1.702 0.2 0.0 -0.1
H 4.388 -0.745 -0.425 0.1 -0.1 0.2
O 4.614 -0.069 0.223 -0.2 0.1 -0.5
H -5.787 -1.507 -1.098 0.2 -0.2 0.0
H 1.414 0.889 -0.476 -0.3 0.3 -0.4
O 0.532 0.512 -0.815 0.0 -0.2 0.3
```
Forces are in eV/Å.

These are the Mulliken partial charges, in e, on atoms 1 to 4:
1. C -0.149
2. O -0.544
3. C -0.896
4. H 0.247



Molecular formula: C5H13NO
Method: DFT, ωB97M-V with the def2-TZVPD basis set

For the HOMO energy, the calculation gives -9.6157 eV. As for the net charge: 0. The value obtained for the energy above the lowest of the compared OMol25 structures with the same formula, charge and spin is 40.2 kcal/mol. As for the spin multiplicity: 1. The energy is -8932.2696 eV.

Geometry as XYZ:
```
20
Properties=species:S:1:pos:R:3:forces:R:3
C -0.123 -0.666 2.575 -0.2 1.8 -1.2
O 0.264 0.641 3.124 0.2 -1.5 -0.5
C 0.217 -0.656 1.066 1.6 -1.8 -0.4
C -0.127 0.564 0.237 -0.8 0.1 0.4
C -0.924 0.273 -1.033 -2.2 -0.3 0.0
C -0.182 -0.254 -2.257 0.8 0.3 1.6
N 0.611 0.837 -2.858 1.1 -0.3 0.3
H -1.194 -0.765 2.730 0.1 -0.3 0.4
H 0.544 -1.401 3.007 -0.7 -0.6 0.5
H 1.205 0.570 2.919 0.1 0.9 0.4
H -0.202 -1.501 0.493 -0.1 -0.2 0.8
H 1.297 -0.922 1.111 -0.2 0.5 -0.6
H 0.710 1.213 -0.029 0.0 0.0 0.5
H -0.805 1.043 0.952 0.1 1.0 -0.6
H -1.525 1.160 -1.282 0.4 0.1 -0.2
H -1.754 -0.438 -0.787 0.7 0.1 0.0
H -0.842 -0.669 -3.012 -0.1 -0.1 0.1
H 0.436 -1.067 -1.795 -0.1 0.3 -0.9
H 1.561 0.495 -3.001 -0.2 -0.2 -0.6
H 0.834 1.544 -2.160 -0.6 0.1 0.1
```
Forces are in eV/Å.

These are the Mulliken partial charges, in e, on atoms 1 to 4:
1. C -0.757
2. O -0.505
3. C -0.748
4. C -0.051



Molecular formula: C4H12N2
Method: DFT, ωB97M-V with the def2-TZVPD basis set

For the HOMO energy, the calculation gives -9.3999 eV. As for the net charge: 0. The value obtained for the energy above the lowest of the compared OMol25 structures with the same formula, charge and spin is 26.9 kcal/mol. As for the spin multiplicity: 1. The energy is -7321.8644 eV.

Geometry as XYZ:
```
18
Properties=species:S:1:pos:R:3:forces:R:3
C 1.042 -1.209 -1.140 -1.3 0.3 0.3
C 1.270 -1.210 -2.645 -0.6 -0.6 0.0
C 2.512 -0.500 -3.149 0.2 1.0 0.4
H 0.171 -1.845 -0.944 0.4 -0.5 0.1
H 1.890 -1.500 -0.530 0.1 -0.2 0.0
H 0.615 -0.280 -0.740 0.7 0.4 -0.3
H 1.222 -2.256 -2.963 0.5 0.0 0.0
H 0.352 -0.809 -3.086 0.2 0.3 -0.2
H 3.021 -0.961 -3.992 -0.2 -0.2 0.0
H 3.245 -0.361 -2.348 0.0 -0.4 0.0
H 2.282 0.531 -3.434 -0.1 -0.1 -0.2
N -1.617 1.290 3.063 0.0 -0.1 0.1
C -2.724 1.566 3.859 0.3 -1.2 0.1
N -3.785 2.052 3.400 0.2 1.2 -0.9
H -0.774 1.079 3.566 -0.1 -0.4 0.0
H -1.729 0.799 2.192 -0.1 0.3 -0.2
H -2.572 1.110 4.849 -0.1 1.1 0.5
H -4.421 2.504 4.041 -0.3 -0.9 0.5
```
Forces are in eV/Å.

These are the Mulliken partial charges, in e, on atoms 1 to 4:
1. C -1.150
2. C -0.170
3. C -1.016
4. H 0.325



Molecular formula: C23H43NO36S9Si
Method: DFT, ωB97M-V with the def2-TZVPD basis set

For the HOMO energy, the calculation gives -9.4730 eV. As for the net charge: 0. The value obtained for the energy above the lowest of the compared OMol25 structures with the same formula, charge and spin is 0.0 kcal/mol. As for the spin multiplicity: 1. The energy is -205134.0645 eV.

Geometry as XYZ:
```
113
Properties=species:S:1:pos:R:3:forces:R:3
Si 1.275 -2.729 1.882 -0.2 0.5 0.0
C -0.542 -2.304 2.106 -0.5 0.3 -0.1
C -1.465 -3.233 2.582 0.0 -0.5 0.0
C -2.817 -2.923 2.716 0.4 0.8 -0.2
C -3.199 -1.628 2.375 0.4 -0.6 0.2
C -2.208 -0.745 1.938 -0.4 0.4 -0.1
N -0.917 -1.039 1.786 -0.2 -0.5 0.2
H 1.568 -3.876 2.747 0.1 -0.1 -0.1
H 2.020 -1.516 2.288 0.1 -0.1 0.1
H 1.590 -2.974 0.459 0.0 -0.1 0.0
H -1.117 -4.227 2.843 0.0 0.1 0.0
H -3.532 -3.648 3.084 0.0 0.0 0.0
H -4.230 -1.312 2.467 0.1 0.2 -0.1
H -2.510 0.270 1.695 0.1 0.0 -0.1
C 1.741 1.556 0.432 -0.4 -0.5 0.1
C 1.926 2.208 1.782 0.0 0.4 -0.2
O 3.273 1.843 2.157 0.0 -0.3 -0.1
S 4.188 1.737 0.858 -0.5 0.0 0.1
O 4.905 2.956 0.698 0.2 -0.1 -0.2
O 4.853 0.483 0.865 0.2 0.1 0.0
O 3.017 1.704 -0.225 0.1 0.3 0.1
H 1.529 0.490 0.531 0.0 0.0 0.0
H 0.959 2.029 -0.155 0.2 0.1 -0.2
H 1.215 1.853 2.522 0.2 -0.2 0.1
H 1.868 3.297 1.716 0.0 0.0 0.0
C -0.132 -6.731 5.448 0.1 -0.4 -0.1
C 0.524 -6.687 6.813 -0.3 0.2 0.2
O 1.808 -6.102 6.567 0.0 -0.2 -0.2
S 1.703 -5.042 5.372 -0.1 -0.2 0.1
O 1.561 -3.739 5.916 0.1 0.1 -0.2
O 2.700 -5.356 4.415 0.1 0.1 0.2
O 0.272 -5.508 4.819 0.0 0.1 0.2
H 0.239 -7.565 4.851 0.0 0.0 0.0
H -1.216 -6.780 5.506 0.0 0.2 -0.1
H 0.639 -7.671 7.257 0.2 0.0 0.0
H -0.024 -6.038 7.500 0.0 0.0 0.0
C -0.402 -3.315 -3.672 -0.2 0.3 -0.5
C -0.839 -2.448 -2.515 0.5 0.2 0.1
O -1.606 -3.333 -1.687 -0.2 -0.2 -0.1
S -1.016 -4.815 -1.789 0.2 0.4 -0.1
O -0.139 -5.048 -0.695 -0.1 -0.3 0.1
O -2.095 -5.693 -2.073 0.0 -0.1 0.1
O -0.113 -4.599 -3.085 -0.1 0.2 0.2
H -1.201 -3.448 -4.404 0.0 0.0 0.0
H 0.478 -2.911 -4.169 0.2 -0.3 0.1
H -1.438 -1.596 -2.823 -0.2 -0.1 0.1
H 0.018 -2.097 -1.935 0.0 0.0 0.0
C -6.658 -1.361 -1.886 0.1 -0.4 -0.1
C -6.060 -1.282 -0.497 -0.3 0.2 0.2
O -4.774 -0.692 -0.701 0.1 -0.3 -0.3
S -4.831 0.338 -1.924 -0.1 -0.1 0.2
O -4.974 1.640 -1.395 -0.3 0.0 -1.1
O -3.795 0.008 -2.839 0.1 0.0 0.1
O -6.237 -0.151 -2.524 0.0 0.2 0.2
H -6.256 -2.207 -2.448 0.0 0.0 0.0
H -7.743 -1.418 -1.872 0.0 0.2 -0.1
H -5.956 -2.255 -0.025 0.2 0.0 0.0
H -6.642 -0.621 0.151 0.0 0.0 0.0
C 4.342 -1.439 -2.206 -0.3 0.0 0.2
C 4.399 -2.914 -2.549 0.4 0.0 0.0
O 3.591 -3.037 -3.728 -0.1 0.2 0.2
S 3.712 -1.698 -4.607 0.3 -0.5 1.3
O 4.676 -1.914 -5.623 -0.2 0.2 -0.2
O 2.391 -1.253 -4.822 -0.3 0.0 1.0
O 4.375 -0.773 -3.479 0.3 -0.2 -0.1
H 3.407 -1.178 -1.706 0.0 0.0 0.0
H 5.180 -1.116 -1.594 0.0 0.1 -0.1
H 4.005 -3.547 -1.759 -0.2 0.0 -0.1
H 5.416 -3.226 -2.795 0.0 0.0 0.0
C -2.599 4.850 2.083 0.3 -0.2 -0.1
C -2.850 5.471 0.728 -0.2 0.4 0.1
O -3.555 4.451 0.004 0.1 -0.2 0.1
S -4.474 3.613 0.998 0.2 0.2 0.0
O -5.802 4.111 0.943 0.0 -0.2 0.1
O -4.193 2.237 0.812 0.1 0.0 0.7
O -3.800 4.109 2.367 -0.2 0.2 -0.1
H -1.761 4.153 2.055 0.0 0.0 0.0
H -2.426 5.594 2.854 -0.2 0.0 0.1
H -1.933 5.732 0.213 0.0 -0.2 -0.2
H -3.493 6.351 0.802 0.0 0.0 0.0
C 3.604 5.835 -1.518 0.3 0.3 -0.1
C 3.693 6.011 -0.020 0.1 -0.5 0.2
O 2.549 6.813 0.320 0.0 0.2 -0.4
S 1.350 6.461 -0.667 0.2 -0.1 0.0
O 0.488 5.520 -0.034 -0.2 0.0 -0.1
O 0.843 7.666 -1.214 -0.2 0.0 0.1
O 2.197 5.680 -1.768 0.0 -0.1 0.2
H 3.954 6.721 -2.050 0.0 0.0 0.0
H 4.148 4.963 -1.869 -0.2 -0.1 0.0
H 4.608 6.507 0.290 -0.1 0.2 0.1
H 3.603 5.055 0.496 0.1 0.0 0.0
C -0.070 4.745 7.179 -0.2 0.2 0.3
C -1.344 4.202 6.565 0.1 -0.4 -0.1
O -1.605 5.086 5.464 0.1 0.2 0.2
S -0.223 5.598 4.845 0.1 -0.2 0.3
O 0.105 4.795 3.719 0.1 0.2 -0.1
O -0.269 7.012 4.765 -0.1 -0.1 -0.2
O 0.721 5.158 6.055 -0.1 -0.2 -0.1
H -0.265 5.619 7.803 0.0 0.0 0.0
H 0.467 3.998 7.758 0.2 0.0 -0.2
H -2.182 4.207 7.255 -0.1 0.2 -0.1
H -1.202 3.194 6.170 0.0 0.0 0.0
C 0.766 -1.610 -9.787 0.1 0.3 -0.2
C 1.873 -2.597 -10.091 -0.2 -0.3 0.0
O 2.782 -2.458 -8.995 0.0 0.3 0.0
S 1.971 -2.103 -7.657 -0.2 0.0 -0.4
O 1.753 -3.300 -6.923 0.0 0.1 0.1
O 2.524 -0.953 -7.055 0.1 0.2 -1.7
O 0.590 -1.698 -8.369 0.0 -0.3 -0.1
H 1.060 -0.588 -10.036 0.0 0.0 0.0
H -0.163 -1.854 -10.294 -0.1 -0.1 0.2
H 2.382 -2.385 -11.028 0.2 0.1 0.1
H 1.501 -3.624 -10.103 0.0 0.0 0.0
```
Forces are in eV/Å.

These are the Mulliken partial charges, in e, on atoms 1 to 4:
1. Si 0.629
2. C 0.215
3. C -0.327
4. C -0.713



Among the records above, which one has the lowest energy above the lowest of the compared OMol25 structures with the same formula, charge and spin? C23H43NO36S9Si